Record 1
{"formula": "C3H11NO2", "method": "the ωB97M-V functional and the def2-TZVPD basis", "symbols": ["C", "O", "C", "H", "H", "H", "H", "H", "H", "N", "C", "O", "H", "H", "H", "H", "H"], "xyz": [[0.870, -0.349, -6.000], [1.822, 0.369, -6.903], [0.698, 0.580, -4.734], [-0.018, -0.497, -6.578], [1.464, -1.235, -5.748], [2.053, 1.292, -6.598], [0.505, 0.038, -3.767], [1.767, 1.025, -4.569], [0.007, 1.446, -4.934], [-2.002, -0.044, 5.007], [-1.473, -0.281, 6.358], [-0.031, -0.308, 6.227], [-1.818, -0.889, 4.656], [-1.439, 0.702, 4.538], [-1.833, 0.589, 7.125], [-1.899, -1.196, 6.721], [0.328, -1.149, 5.763]], "mulliken_charge": [-0.040, -0.549, -0.994, 0.232, 0.219, 0.285, 0.306, 0.263, 0.276, -0.580, -0.176, -0.553, 0.210, 0.285, 0.214, 0.295, 0.306], "relative_energy_kcal_mol": 46.86, "molar_mass_g_mol": 93.13, "gap_ev": 10.50, "e_homo_ev": -9.65, "largest_force_ha_per_bohr": 0.0956, "charge": 0}

---

Record 2
{"formula": "C2H6OS2", "method": "the ωB97M-V functional and the def2-TZVPD basis", "symbols": ["S", "S", "H", "H", "C", "C", "O", "H", "H", "H", "H"], "xyz": [[1.521, 1.162, 2.325], [2.827, 0.473, 0.857], [2.484, 1.733, 3.063], [2.347, 1.240, -0.129], [-2.293, -1.655, -1.427], [-2.746, -0.988, -2.472], [-4.056, -1.134, -2.932], [-1.291, -1.494, -1.065], [-2.973, -2.266, -0.843], [-2.205, -0.347, -3.160], [-4.673, -0.810, -2.272]], "mulliken_charge": [-0.170, -0.172, 0.173, 0.169, -0.584, -0.041, -0.506, 0.259, 0.233, 0.330, 0.311], "relative_energy_kcal_mol": 17.49, "molar_mass_g_mol": 110.20, "gap_ev": 9.59, "e_homo_ev": -9.34, "largest_force_ha_per_bohr": 0.0227, "charge": 0}

---

Record 3
{"formula": "C15H42NO14Y", "method": "the ωB97M-V functional and the def2-TZVPD basis", "symbols": ["Y", "O", "C", "O", "O", "H", "C", "C", "C", "O", "C", "N", "H", "H", "H", "H", "H", "H", "H", "H", "H", "H", "H", "C", "C", "O", "O", "H", "H", "H", "H", "H", "H", "C", "C", "O", "O", "H", "H", "H", "H", "H", "H", "C", "C", "O", "O", "H", "H", "H", "H", "H", "H", "C", "C", "O", "O", "H", "H", "H", "H", "H", "H", "C", "C", "O", "O", "H", "H", "H", "H", "H", "H"], "xyz": [[-2.411, -0.174, 1.736], [0.295, -1.665, -1.038], [-0.444, -1.072, -0.140], [-0.445, -1.431, 1.087], [-1.196, -0.087, -0.402], [0.191, -1.110, -1.851], [0.139, 0.096, 5.514], [-0.527, 0.558, 4.235], [0.441, 0.940, 3.151], [-0.404, 1.388, 2.053], [0.314, 2.202, 1.108], [-1.435, -0.585, 3.774], [-0.533, -0.156, 6.333], [0.803, 0.888, 5.875], [0.852, -0.718, 5.340], [-1.092, 1.487, 4.374], [0.999, 0.080, 2.765], [1.107, 1.738, 3.470], [0.823, 3.054, 1.558], [-0.415, 2.631, 0.418], [1.011, 1.587, 0.534], [-0.756, -1.352, 3.885], [-2.026, -0.748, 4.599], [-3.326, 0.352, -4.035], [-3.846, -0.390, -2.824], [-5.273, -0.264, -2.677], [-1.950, 0.154, -4.216], [-3.530, 1.416, -3.857], [-3.873, 0.085, -4.936], [-3.317, -0.072, -1.907], [-3.663, -1.471, -2.869], [-5.461, 0.096, -1.812], [-1.408, 0.728, -3.666], [3.792, -1.811, -0.034], [3.429, -1.238, 1.316], [3.612, 0.169, 1.448], [5.210, -1.788, -0.263], [3.417, -1.176, -0.836], [3.384, -2.819, -0.138], [3.956, -1.775, 2.114], [2.375, -1.424, 1.526], [4.538, 0.338, 1.225], [5.563, -2.515, 0.265], [-2.874, 4.226, -2.899], [-1.573, 3.722, -2.328], [-1.687, 2.361, -1.950], [-3.783, 4.189, -1.777], [-3.252, 3.548, -3.669], [-2.866, 5.233, -3.318], [-1.287, 4.343, -1.470], [-0.779, 3.950, -3.043], [-2.399, 2.324, -1.305], [-4.671, 4.450, -2.040], [0.979, -5.032, 1.207], [-0.524, -5.224, 1.213], [-1.039, -5.140, 2.535], [1.270, -3.738, 1.797], [1.377, -4.979, 0.190], [1.453, -5.803, 1.807], [-0.825, -6.172, 0.769], [-1.025, -4.451, 0.605], [-0.708, -4.313, 2.901], [0.682, -3.122, 1.339], [1.848, 1.963, -2.462], [3.090, 1.164, -2.078], [4.219, 1.930, -2.432], [0.696, 1.132, -2.494], [2.052, 2.327, -3.475], [1.725, 2.839, -1.820], [3.099, 0.231, -2.652], [2.959, 0.912, -1.016], [4.985, 1.380, -2.228], [-0.059, 1.608, -2.112]], "mulliken_charge": [1.451, -0.452, 1.091, -0.453, -0.402, 0.389, -1.442, -0.189, -0.041, -0.191, -0.565, -0.457, 0.422, 0.423, 0.452, 0.224, -0.228, 0.696, 0.464, -0.076, 0.211, 0.295, 0.465, 0.096, 0.371, -0.529, -0.601, -0.310, 0.441, -0.436, 0.308, 0.304, 0.386, -0.185, 0.492, -0.578, -0.579, -0.113, 0.313, 0.517, -0.603, 0.320, 0.363, -0.437, -0.488, -0.197, -0.535, 0.196, 0.423, 0.298, 0.397, 0.085, 0.307, -0.285, -0.262, -0.529, -0.486, 0.260, 0.330, 0.399, 0.051, 0.328, 0.066, -0.426, 0.106, -0.569, -0.420, 0.430, 0.374, 0.356, -0.256, 0.336, 0.085], "relative_energy_kcal_mol": 63.49, "molar_mass_g_mol": 549.40, "gap_ev": 5.02, "e_homo_ev": -14.36, "largest_force_ha_per_bohr": 0.1041, "charge": 2}

---

Record 4
{"formula": "C2H8N", "method": "the ωB97M-V functional and the def2-TZVPD basis", "symbols": ["C", "N", "C", "H", "H", "H", "H", "H", "H", "H", "H"], "xyz": [[0.839, -0.729, 0.539], [0.176, -0.047, -0.593], [-0.951, 0.815, -0.138], [0.113, -1.095, 1.266], [1.277, -1.687, 0.255], [1.571, -0.090, 1.018], [-0.231, -0.768, -1.176], [0.851, 0.423, -1.174], [-1.701, 0.190, 0.328], [-1.414, 1.450, -0.890], [-0.530, 1.539, 0.564]], "mulliken_charge": [-0.834, -0.152, -0.810, 0.350, 0.357, 0.344, 0.355, 0.338, 0.344, 0.335, 0.373], "relative_energy_kcal_mol": 9.07, "molar_mass_g_mol": 46.09, "gap_ev": 14.88, "e_homo_ev": -18.62, "largest_force_ha_per_bohr": 0.0309, "charge": 1}

---

Number 2 is which compound?
C2H6OS2